Density functional theory data (ωB97M-V/def2-TZVPD) for a 10-piece molecular cluster, C40H66N10 overall in a non-equilibrium geometry.

Each line ends with the Löwdin charge.
Element x y z (Å)
N1 -12.409 -24.563 -0.983  0.1129
N2 -14.013 -24.517 -8.793  0.1176
N3 -17.210 -22.307 -4.233  0.0271
N4 -22.083 -23.039 0.474  0.1413
N5 -8.943 -23.272 -5.135  0.1435
N6 -18.705 -19.727 -11.789  -0.0125
N7 -13.664 -11.296 -0.617  0.1382
N8 -22.134 -19.281 -6.318  0.1262
N9 -21.371 -19.482 4.030  0.1440
N10 -18.533 -27.056 -5.535  0.1222
C1 -12.366 -27.007 -3.761  -0.2280
C2 -13.860 -12.723 -2.800  -0.2202
C3 -17.527 -30.233 -6.848  -0.2627
C4 -12.685 -27.992 -2.618  -0.1129
C5 -17.310 -28.730 -7.193  -0.1740
C6 -12.767 -25.513 -3.451  -0.1841
C7 -24.128 -23.444 -2.422  -0.1107
C8 -21.731 -24.061 -1.929  -0.1823
C9 -20.261 -19.826 4.019  -0.2500
C10 -8.207 -21.953 -3.017  -0.2186
C11 -13.277 -21.009 -9.453  -0.2329
C12 -18.621 -20.985 -13.635  -0.1220
C13 -18.009 -27.826 -6.232  -0.2219
C14 -19.270 -20.979 -11.435  -0.0952
C15 -21.931 -23.484 -0.587  -0.2564
C16 -19.789 -16.776 -4.134  -0.1176
C17 -12.583 -24.943 -2.109  -0.2186
C18 -10.156 -20.437 -2.984  -0.1009
C19 -16.499 -22.318 -3.074  -0.1624
C20 -18.913 -20.335 3.939  -0.1913
C21 -21.892 -19.015 -5.207  -0.2357
C22 -19.224 -21.755 -12.613  -0.1134
C23 -13.379 -14.938 -1.823  -0.1272
C24 -13.757 -11.946 -1.614  -0.2347
C25 -14.142 -23.442 -9.287  -0.2155
C26 -16.032 -20.433 -3.986  -0.1560
C27 -14.368 -22.083 -9.830  -0.1880
C28 -16.800 -30.558 -5.580  -0.1277
C29 -8.646 -20.535 -2.940  -0.2847
C30 -21.168 -17.124 -3.695  -0.2634
C31 -16.872 -21.123 -4.828  -0.1510
C32 -21.612 -18.625 -3.815  -0.1741
C33 -11.784 -21.457 -9.427  -0.0958
C34 -18.537 -18.808 1.732  -0.1051
C35 -14.322 -14.176 -2.716  -0.2565
C36 -23.087 -24.624 -2.524  -0.2043
C37 -18.239 -20.079 2.582  -0.2394
C38 -8.653 -22.681 -4.214  -0.2337
C39 -15.844 -21.124 -2.821  -0.1047
C40 -18.313 -19.765 -13.082  -0.1733
H1 -8.534 -22.404 -2.080  0.1240
H2 -15.313 -20.892 -1.909  0.0985
H3 -17.066 -31.540 -5.190  0.0749
H4 -10.323 -19.373 -2.821  0.0704
H5 -25.032 -23.750 -2.949  0.0650
H6 -19.104 -17.537 -3.762  0.0734
H7 -17.164 -20.258 2.601  0.1039
H8 -15.282 -14.262 -2.207  0.1126
H9 -21.990 -16.553 -4.126  0.1096
H10 -19.608 -18.663 1.588  0.0628
H11 -23.807 -22.480 -2.816  0.0666
H12 -10.599 -20.767 -3.923  0.0733
H13 -12.363 -14.844 -2.205  0.0789
H14 -15.722 -30.653 -5.707  0.0796
H15 -14.432 -22.015 -10.916  0.1107
H16 -17.247 -20.796 -5.786  0.1015
H17 -18.479 -21.297 -14.660  0.0910
H18 -18.148 -19.081 0.751  0.0685
H19 -13.360 -20.202 -10.181  0.0959
H20 -20.965 -24.834 -1.871  0.1120
H21 -12.846 -12.682 -3.198  0.1242
H22 -17.069 -29.824 -4.819  0.0721
H23 -13.850 -25.604 -3.532  0.1081
H24 -15.350 -21.807 -9.447  0.1068
H25 -13.472 -14.672 -0.770  0.0802
H26 -23.068 -25.049 -3.528  0.1017
H27 -13.656 -15.991 -1.872  0.0707
H28 -19.519 -22.781 -12.780  0.0851
H29 -17.768 -18.927 -13.490  0.1042
H30 -23.371 -25.374 -1.787  0.0997
H31 -21.190 -16.786 -2.659  0.1043
H32 -8.018 -20.001 -3.654  0.1156
H33 -11.118 -20.622 -9.209  0.0659
H34 -12.399 -24.792 -4.182  0.1124
H35 -18.436 -19.931 4.831  0.1153
H36 -10.720 -20.968 -2.217  0.0818
H37 -24.388 -23.288 -1.375  0.0633
H38 -12.713 -29.019 -2.981  0.0650
H39 -21.440 -23.162 -2.473  0.1055
H40 -17.081 -30.869 -7.613  0.1059
H41 -13.705 -20.656 -8.515  0.0963
H42 -13.683 -27.863 -2.200  0.0714
H43 -18.951 -21.396 4.183  0.1190
H44 -16.259 -28.550 -6.969  0.1068
H45 -14.529 -12.184 -3.471  0.1216
H46 -20.884 -19.318 -3.394  0.1106
H47 -19.427 -15.849 -3.689  0.0765
H48 -8.278 -20.129 -1.998  0.1116
H49 -22.534 -18.893 -3.298  0.1126
H50 -19.660 -20.983 -10.428  0.0952
H51 -12.904 -27.343 -4.648  0.0987
H52 -11.978 -27.918 -1.791  0.0721
H53 -11.432 -21.832 -10.389  0.0715
H54 -11.644 -22.246 -8.688  0.0662
H55 -17.730 -23.058 -4.664  0.1526
H56 -18.710 -18.918 -11.184  0.1419
H57 -18.621 -20.798 1.857  0.0995
H58 -17.286 -28.455 -8.248  0.1168
H59 -18.591 -30.473 -6.841  0.1095
H60 -19.697 -16.791 -5.220  0.0763
H61 -14.339 -14.679 -3.683  0.1122
H62 -7.122 -22.050 -3.016  0.1193
H63 -15.609 -19.465 -4.211  0.0912
H64 -16.737 -23.147 -2.424  0.1047
H65 -11.312 -27.028 -4.037  0.1005
H66 -18.192 -17.905 2.237  0.0710

Properties
**E_LUMO**: 0.1 eV
**SMILES**: c1cc[nH]c1.c1cc[nH]c1.CCCC#N.CCCC#N.CCCC#N.CCCC#N.CCCC#N.CCCC#N.CCCC#N.CCCC#N